No. 1
C11H10CeClN as an isolated structure, computed with ωB97M-V with the def2-TZVPD basis set.

Positions of all 24 atoms, in Å:
C -2.4350 -0.9477 -0.1433
C -1.7756 -1.1328 -1.4135
C -1.4920 0.1633 -1.9443
H -1.5875 -2.0875 -1.9036
C -1.9244 1.1491 -1.0058
C -2.5154 0.4742 0.1070
H -2.9646 0.9403 0.9886
H -2.7723 -1.7456 0.5254
H -1.1393 0.3625 -2.9532
H -1.9300 2.2241 -1.1772
Ce -0.0572 -0.3729 0.4130
Cl 0.1989 -2.7750 1.1178
C 2.5292 0.1460 0.2351
C 2.0606 1.3766 -0.3406
C 1.5496 1.0827 -1.6479
H 2.1726 2.3655 0.0966
C 1.6754 -0.3150 -1.8781
C 2.2820 -0.9090 -0.7184
H 2.5360 -1.9584 -0.5887
H 3.0030 0.0250 1.2069
H 1.2203 1.8143 -2.3700
H 1.4439 -0.8373 -2.7969
N -0.0256 0.4556 3.9089
C -0.0528 0.5019 2.7471

E_HOMO (alpha / beta), eV: -4.6 / -4.7
Net charge: -1
Spin multiplicity: 2
E, eV: -38513.994
HOMO-LUMO gap (alpha / beta), eV: 7.62 / 7.72

Results of the Mulliken charge analysis, in e, for atoms 1 through 6: -0.4127, -0.6061, -0.3459, 0.4163, -0.5968, -0.5768


No. 2
The molecule C11H10F4, computed with ωB97M-V with the def2-TZVPD basis set.

Positions of all 25 atoms, in Å:
C 0.4951 -1.1714 1.6883
C 0.6801 -0.4974 0.3636
C -0.6410 0.0829 -0.0291
C -1.3326 -0.3888 -1.0852
C -2.6039 0.0504 -1.4003
C -3.0656 1.1831 -0.6363
C -2.3565 1.7509 0.4020
C -1.1237 1.1796 0.6852
C 1.4756 -1.3490 -0.7035
C 2.6251 -0.3006 -0.5694
F 3.3733 0.0319 -1.6667
F 3.6635 -0.9046 0.2578
C 1.8387 0.6451 0.2865
F 1.4394 1.7622 -0.3505
F 2.5422 1.0305 1.3506
H 1.3502 -1.2487 2.3354
H 0.0743 -2.1181 1.6850
H -0.2718 -0.5407 2.1063
H -1.0753 -1.3132 -1.5370
H -3.2011 -0.3239 -2.1943
H -3.7597 1.8344 -1.0863
H -2.5312 2.6865 0.8334
H -0.6517 1.6083 1.5491
H 1.9185 -2.3534 -0.5615
H 1.1379 -1.3361 -1.7230

Relative energy (zero: lowest compared OMol25 entry of this formula, charge and spin), eV: 0.0000
E_HOMO, eV: -9.3
Spin multiplicity: 1
E, eV: -22437.462
HOMO-LUMO gap, eV: 10.11
SMILES string: C[C@]1(c2ccccc2)CC(F)(F)C1(F)F

Results of the Mulliken charge analysis, in e, for atoms 1 through 6: -1.6002, 2.0827, -0.3461, -0.3307, -0.8774, -0.4557


No. 3
C11H10InN2O4 as an isolated structure, computed with ωB97M-V with the def2-TZVPD basis set.

Positions of all 28 atoms, in Å:
In -0.3522 1.0153 -0.7904
C -0.3622 2.2747 1.0276
O -0.3416 2.8334 2.0331
C -0.3503 3.1183 -1.6526
O -0.3492 4.1649 -2.1139
C -2.3881 1.2394 -0.7547
O -3.5584 1.2682 -0.7464
C 1.7172 1.2759 -0.7982
O 2.8751 1.2776 -0.7446
C -0.3388 -0.4590 -2.3647
H 0.6039 -0.9953 -2.1968
H -1.2774 -1.0027 -2.2058
C -0.3415 0.7798 -3.0616
H -1.2806 1.2038 -3.4351
H 0.5959 1.2075 -3.4339
N -1.4407 -1.8252 0.2238
C -0.3198 -1.5251 0.9552
C 0.1626 -2.4649 1.8779
C 1.2342 -2.1674 2.6964
C 1.8500 -0.9207 2.5979
C 1.3790 -0.0172 1.6657
N 0.3466 -0.3801 0.8739
H -2.0059 -1.1642 -0.2710
H -1.8594 -2.7366 0.3526
H -0.3487 -3.4098 1.9697
H 1.5920 -2.8913 3.4264
H 2.6802 -0.6585 3.2431
H 1.8782 0.9593 1.6263

Relative energy (zero: lowest compared OMol25 entry of this formula, charge and spin), eV: 2.2329
E_HOMO, eV: -19.3
Net charge: +3
Spin multiplicity: 1
E, eV: -27876.510
HOMO-LUMO gap, eV: 5.94

Results of the Mulliken charge analysis, in e, for atoms 1 through 6: 1.6471, 0.1216, -0.0466, 0.1966, -0.0272, 0.2411


No. 4
The molecule C11H10N2, computed with ωB97M-V with the def2-TZVPD basis set.

Positions of all 23 atoms, in Å:
C 1.8513 1.6739 1.6986
C 2.5989 1.2058 0.5947
C 0.4954 1.3888 1.7249
C 1.9934 0.2564 -0.2934
C -0.0825 0.5246 0.8267
C 0.6900 -0.1909 -0.1599
C -2.4989 0.7023 0.2336
C -1.4516 0.1306 0.7428
C -3.2766 0.0047 -0.7652
C -0.6743 -2.3274 -1.0039
C -2.2396 -2.1766 -0.9125
N -2.8475 -1.1373 -1.1571
N 0.2344 -1.1047 -1.1531
H 2.2810 2.3777 2.4071
H 3.6366 1.2258 0.6266
H -0.1132 1.8180 2.6060
H 2.6344 0.0123 -1.1058
H -2.5188 1.7885 0.3421
H -1.6700 -0.9148 0.8066
H -4.1937 0.3829 -1.3355
H -0.3127 -2.9200 -0.1174
H -0.3730 -2.9984 -1.7640
H 0.9983 -1.1389 -1.9133

Relative energy (zero: lowest compared OMol25 entry of this formula, charge and spin), eV: 5.7161
E_HOMO (alpha / beta), eV: -7.4 / -7.4
Spin multiplicity: 1
E, eV: -14543.857
HOMO-LUMO gap (alpha / beta), eV: 7.63 / 7.63

Results of the Mulliken charge analysis, in e, for atoms 1 through 6: -0.4197, -0.8409, -0.3705, -0.6528, 0.9838, 0.2748


No. 5
The molecule C11H10N2O, computed with ωB97M-V with the def2-TZVPD basis set.

Positions of all 24 atoms, in Å:
N 0.2291 -2.0520 -1.2529
C 0.8468 -1.7556 -0.0306
C 1.1443 -2.7905 0.8838
C 1.6754 -2.4800 2.1121
C 1.9557 -1.1642 2.4574
C 1.7014 -0.1412 1.5161
C 1.0928 -0.4367 0.3061
O 0.8625 0.5677 -0.6102
C -0.3829 1.1198 -0.7011
C -1.4643 0.7008 0.0246
C -2.6672 1.4071 -0.1547
C -2.7289 2.4622 -1.0341
N -1.6778 2.8591 -1.7407
C -0.5496 2.2017 -1.5655
H 0.2702 -1.3727 -2.0042
H 0.4018 -2.9947 -1.6255
H 0.9384 -3.8283 0.6528
H 1.8132 -3.2991 2.8251
H 2.4130 -0.9399 3.4069
H 1.9497 0.9068 1.7155
H -1.3876 -0.1504 0.7045
H -3.5383 1.1807 0.4891
H -3.6920 2.9973 -1.1272
H 0.3317 2.5701 -2.0849

Relative energy (zero: lowest compared OMol25 entry of this formula, charge and spin), eV: 0.0000
E_HOMO, eV: -8.3
Spin multiplicity: 1
E, eV: -16596.583
HOMO-LUMO gap, eV: 9.18
SMILES string: Nc1ccccc1Oc1cccnc1

Results of the Mulliken charge analysis, in e, for atoms 1 through 6: -0.5133, 0.6941, -0.7425, -0.3862, -0.7531, -0.2390


No. 6
C11H11AuClO2 as an isolated structure, computed with ωB97M-V with the def2-TZVPD basis set.

Positions of all 26 atoms, in Å:
C -2.2332 -1.1518 0.0921
C -1.6940 -1.3033 -1.2737
C -1.5415 -0.0255 -1.8378
H -1.6257 -2.2622 -1.8013
C -1.9501 0.9614 -0.8841
C -2.3976 0.3161 0.2980
H -2.8710 0.7842 1.1472
H -2.6394 -1.9330 0.7073
H -1.1973 0.1890 -2.8584
H -1.8547 2.0438 -0.9949
Au -0.1644 -0.8960 1.0493
Cl 0.7156 -2.7598 1.9086
C 2.4018 -0.0198 0.4181
C 2.2358 1.2250 -0.2453
C 1.8853 0.9613 -1.5943
H 2.2325 2.2091 0.2465
C 1.9578 -0.4352 -1.8094
C 2.2902 -1.0480 -0.5939
H 2.5392 -2.1010 -0.4295
H 2.7504 -0.1754 1.4501
H 1.5115 1.6974 -2.3255
H 1.7043 -0.9432 -2.7544
O -1.3941 0.2699 2.9128
C -0.4999 1.1622 3.0222
O 0.2363 1.6719 2.1272
H -0.3978 1.5631 4.0232

Relative energy (zero: lowest compared OMol25 entry of this formula, charge and spin), eV: 0.0000
E_HOMO (alpha / beta), eV: -4.3 / -4.3
Net charge: -1
Spin multiplicity: 3
E, eV: -31892.941
HOMO-LUMO gap (alpha / beta), eV: 7.84 / 5.48

Results of the Mulliken charge analysis, in e, for atoms 1 through 6: -0.5635, -0.6164, -0.3163, 0.3671, -0.3149, -0.7068


No. 7
A 5-piece molecular cluster, C11H11Cl12N2O3PS overall, computed with ωB97M-V with the def2-TZVPD basis set.

Positions of all 41 atoms, in Å:
O 3.0695 -0.8014 0.5858
P 3.6028 0.0258 -0.6226
O 4.4984 -1.1040 -1.5742
O 4.5655 1.2762 0.0188
C 2.1015 0.6936 -1.6135
C 0.8083 0.0215 -0.8959
C 0.0051 0.8812 0.0962
C -1.2293 0.2409 0.8309
C -1.5735 -1.2522 0.5037
C -0.7251 -2.0859 -0.5097
N -0.8291 -3.4550 -0.9562
S 0.4194 -3.7651 -2.1074
N 1.2909 -2.2704 -2.1737
C 0.5157 -1.4729 -1.2641
H 4.7900 -1.7812 -0.9134
H 4.8832 0.9885 0.9152
H 2.1338 0.3638 -2.7132
H 2.0293 1.8327 -1.5934
H 0.3568 1.9620 0.2585
H -1.8187 0.8781 1.5671
H -2.4759 -1.7252 1.0145
Cl 1.3475 1.6330 2.0634
C 2.2658 2.5710 3.2533
Cl 3.5291 1.5749 3.9919
Cl 2.9705 4.0053 2.4948
H 1.5834 2.8957 4.0370
Cl -4.4474 -6.1492 1.0604
C -4.3847 -4.4410 0.6039
Cl -5.9695 -3.8876 0.0432
Cl -3.8272 -3.4543 1.9641
H -3.6733 -4.3305 -0.2136
Cl 6.3561 5.4190 0.8435
C 5.3765 4.9467 -0.5523
Cl 3.9162 5.9426 -0.6528
Cl 6.3188 5.0720 -2.0447
H 5.0749 3.9079 -0.4234
Cl -8.5827 -2.7234 -0.6907
C -8.5173 -1.0150 -1.1475
Cl -10.1004 -0.4605 -1.7104
Cl -7.9600 -0.0290 0.2118
H -7.8059 -0.9060 -1.9642

E_HOMO, eV: -8.7
Spin multiplicity: 1
E, eV: -191097.307
HOMO-LUMO gap, eV: 7.19
SMILES string: O=P(O)(O)Cc1cccc2nsnc12.ClC(Cl)Cl.ClC(Cl)Cl.ClC(Cl)Cl.ClC(Cl)Cl

Results of the Mulliken charge analysis, in e, for atoms 1 through 6: -0.6577, 0.9034, -0.5245, -0.4205, -1.0134, 0.5733


No. 8
The molecule C11H11FN2, computed with ωB97M-V with the def2-TZVPD basis set.

Positions of all 25 atoms, in Å:
C -3.1505 -0.6859 -0.7261
C -2.9767 0.8414 0.8764
C -2.2373 0.2862 -0.1696
C 2.3949 -0.3343 -0.1052
C 1.1198 -2.4258 0.2554
C 1.5985 0.7158 -0.3888
C -0.0169 -2.2080 -0.4034
C 1.9609 -1.3238 0.9506
C 1.1473 1.7955 -1.2061
C -0.8988 0.4250 -0.7238
C 0.2262 1.1371 -0.1504
N -4.2783 -0.6486 -0.0959
N -4.2064 0.1959 0.9857
F -0.5463 -3.0114 -1.2995
H -2.8463 -1.3880 -1.5874
H -2.8338 1.6660 1.6511
H 3.4751 -0.4494 -0.3243
H 1.5296 -3.4033 0.2794
H 2.6558 -1.7977 1.5294
H 1.4033 -0.7274 1.6972
H 1.5935 2.7914 -1.1470
H 0.9780 1.6470 -2.2425
H -0.7731 -0.0887 -1.6075
H -0.0218 1.4646 0.8557
H -4.9881 0.2949 1.6012

Relative energy (zero: lowest compared OMol25 entry of this formula, charge and spin), eV: 7.9548
E_HOMO (alpha / beta), eV: -8.8 / -6.8
Spin multiplicity: 1
E, eV: -17275.088
HOMO-LUMO gap (alpha / beta), eV: 8.85 / 6.58

Results of the Mulliken charge analysis, in e, for atoms 1 through 6: -0.3101, -0.5256, 0.6273, -0.4887, -0.4044, 0.3011


No. 9
A 2-piece molecular cluster, C11H11IN2 overall, computed with ωB97M-V with the def2-TZVPD basis set.

Positions of all 25 atoms, in Å:
C -1.3912 -2.9566 -0.5072
C -1.7248 -2.4438 0.7237
C -0.7128 -2.1188 -1.3795
C -1.3593 -1.1942 1.1304
C -0.3206 -0.8620 -1.0297
C 1.3919 2.9081 -1.8129
C 0.2857 2.2849 -1.2412
C -0.5864 -0.3898 0.3211
C 2.0676 1.8886 -0.0182
C 2.9357 1.2181 0.9540
C -0.0695 0.8738 0.7835
N 2.4845 2.4765 -1.0946
N 0.6817 1.6491 -0.0857
I -3.1502 2.0222 0.8994
H -1.7740 -3.7766 -0.9337
H -2.2814 -3.0749 1.3248
H -0.5107 -2.3937 -2.4244
H -1.5716 -0.7941 2.0967
H 0.5050 -0.2950 -1.5046
H 1.5516 3.3992 -2.7694
H -0.7178 2.4227 -1.4025
H 2.3731 0.2625 1.4332
H 3.7276 0.9100 0.3595
H 3.2326 1.9222 1.8486
H 0.1043 0.9065 1.9256

Relative energy (zero: lowest compared OMol25 entry of this formula, charge and spin), eV: 2.8297
E_HOMO (alpha / beta), eV: -8.5 / -7.9
Spin multiplicity: 1
E, eV: -22663.298
HOMO-LUMO gap (alpha / beta), eV: 6.20 / 5.13

Results of the Mulliken charge analysis, in e, for atoms 1 through 6: -0.6753, -0.4743, -0.3240, -0.5899, -0.4194, -0.5863


No. 10
A 2-piece molecular cluster, C11H11N overall, computed with ωB97M-V with the def2-TZVPD basis set.

Positions of all 23 atoms, in Å:
C -2.4475 1.9449 -1.1246
C -1.4240 2.7694 -1.3918
C -0.5146 3.0026 -0.3355
C -0.7755 2.6042 1.0034
C -1.7730 1.6538 1.2849
C -2.5763 1.3814 0.2741
H -3.2980 1.5569 -1.9010
H -1.5204 3.3470 -2.3927
H 0.1325 3.9740 -0.5155
H -0.3189 3.0144 1.8194
H -1.9144 1.1738 2.2333
H -3.3264 0.7590 0.6024
C 0.7831 -1.8971 -0.1762
C 1.8964 -1.0726 0.3331
C 2.9595 -1.9056 0.5623
N 3.1605 -3.3050 0.5851
C 2.1474 -3.8745 -0.1396
C 0.9223 -3.2041 -0.3294
H -0.3293 -1.5832 -0.4494
H 2.0299 0.0620 0.3803
H 3.8907 -1.5608 1.0774
H 2.1692 -4.8856 -0.4805
H 0.1268 -3.9550 -0.9195

Relative energy (zero: lowest compared OMol25 entry of this formula, charge and spin), eV: 4.3598
E_HOMO, eV: -9.2
Spin multiplicity: 1
E, eV: -13071.519
HOMO-LUMO gap, eV: 9.86
SMILES string: c1ccccc1.c1ccncc1

Results of the Mulliken charge analysis, in e, for atoms 1 through 6: -0.3626, -0.1608, -0.3216, -0.4479, -0.3219, -0.3243